{"formula": "C28H66O26S4", "method": "the ωB97M-V functional and the def2-TZVPD basis", "total_charge": 0, "lumo_ev": 0.2857, "homo_ha": -0.3512, "multiplicity": 1, "orbital_gap_ev": 9.841, "symbols": ["C", "O", "C", "C", "O", "C", "H", "H", "H", "H", "H", "H", "H", "H", "H", "H", "C", "O", "C", "C", "O", "C", "H", "H", "H", "H", "H", "H", "H", "H", "H", "H", "C", "O", "C", "C", "O", "C", "H", "H", "H", "H", "H", "H", "H", "H", "H", "H", "C", "O", "C", "C", "O", "C", "H", "H", "H", "H", "H", "H", "H", "H", "H", "H", "C", "O", "C", "C", "O", "C", "H", "H", "H", "H", "H", "H", "H", "H", "H", "H", "C", "C", "O", "S", "O", "O", "O", "H", "H", "H", "H", "C", "C", "O", "S", "O", "O", "O", "H", "H", "H", "H", "C", "C", "O", "S", "O", "O", "O", "H", "H", "H", "H", "C", "C", "O", "S", "O", "O", "O", "H", "H", "H", "H"], "positions_angstrom": [[1.066, -4.769, -2.722], [2.467, -4.669, -2.564], [2.885, -3.353, -2.118], [2.949, -2.383, -3.256], [1.669, -1.891, -3.581], [1.692, -0.715, -4.400], [0.776, -4.108, -3.540], [0.504, -4.523, -1.814], [0.728, -5.839, -2.985], [3.905, -3.405, -1.743], [2.249, -2.981, -1.293], [3.506, -2.941, -4.082], [3.640, -1.544, -3.048], [2.447, -0.889, -5.183], [1.899, 0.191, -3.730], [0.705, -0.581, -4.842], [-3.059, 3.961, 3.210], [-2.662, 2.778, 2.501], [-2.538, 1.732, 3.408], [-3.759, 0.893, 3.501], [-3.516, -0.369, 4.075], [-4.693, -1.117, 4.262], [-3.814, 3.620, 3.995], [-3.557, 4.607, 2.478], [-2.200, 4.484, 3.585], [-2.188, 2.107, 4.370], [-1.772, 0.940, 3.087], [-4.306, 0.789, 2.518], [-4.468, 1.387, 4.179], [-5.129, -1.367, 3.262], [-5.379, -0.582, 4.888], [-4.467, -2.100, 4.678], [-5.675, -5.104, -1.631], [-5.298, -3.755, -1.403], [-3.952, -3.561, -0.934], [-2.897, -4.050, -1.980], [-2.886, -3.192, -3.145], [-1.858, -3.747, -4.008], [-4.934, -5.578, -2.308], [-6.660, -5.181, -2.068], [-5.681, -5.643, -0.743], [-3.816, -3.983, 0.048], [-3.830, -2.483, -0.921], [-2.978, -5.106, -2.213], [-1.960, -3.939, -1.426], [-0.922, -3.583, -3.478], [-1.801, -3.265, -4.942], [-2.065, -4.778, -4.064], [2.189, 3.685, -3.039], [2.478, 4.346, -1.838], [3.128, 5.609, -2.040], [2.242, 6.734, -2.462], [1.472, 7.251, -1.397], [0.403, 8.094, -1.710], [1.264, 4.101, -3.502], [2.028, 2.681, -2.724], [3.105, 3.589, -3.682], [3.914, 5.471, -2.824], [3.697, 5.845, -1.083], [1.564, 6.315, -3.251], [2.958, 7.487, -2.822], [-0.434, 7.574, -2.223], [0.674, 8.998, -2.299], [-0.028, 8.379, -0.775], [3.017, 0.739, -0.159], [2.294, -0.423, -0.010], [0.963, -0.176, -0.446], [0.105, -1.329, 0.016], [-0.144, -1.206, 1.398], [-1.080, -2.172, 1.945], [2.565, 1.582, 0.453], [3.094, 0.995, -1.217], [3.928, 0.494, 0.326], [0.944, -0.144, -1.517], [0.564, 0.805, -0.042], [0.673, -2.324, -0.133], [-0.823, -1.329, -0.628], [-2.028, -1.668, 2.192], [-0.723, -2.584, 2.876], [-1.287, -2.968, 1.191], [0.568, 4.791, 0.947], [1.548, 5.599, 1.873], [2.175, 4.744, 2.789], [1.400, 3.379, 2.838], [0.385, 3.442, 3.847], [2.355, 2.385, 2.952], [0.763, 3.395, 1.412], [0.975, 4.851, -0.091], [-0.457, 5.091, 0.930], [1.091, 6.440, 2.331], [2.380, 5.942, 1.328], [-1.510, 2.391, -0.844], [-2.959, 2.962, -0.854], [-2.916, 3.806, -2.053], [-1.571, 4.610, -2.078], [-1.686, 5.712, -1.199], [-1.043, 4.845, -3.355], [-0.650, 3.409, -1.572], [-1.409, 1.521, -1.434], [-1.063, 2.222, 0.138], [-3.187, 3.620, -0.031], [-3.621, 2.190, -1.018], [3.344, -0.736, 3.089], [2.139, -1.233, 3.868], [2.231, -2.684, 3.905], [3.803, -3.018, 4.116], [3.984, -4.310, 3.521], [4.133, -2.871, 5.477], [4.358, -1.797, 3.318], [3.811, 0.166, 3.519], [3.089, -0.816, 2.053], [1.209, -0.884, 3.342], [2.218, -0.826, 4.876], [1.790, -4.904, 1.484], [2.266, -6.172, 0.723], [1.016, -6.925, 0.481], [-0.254, -6.121, 0.899], [-0.615, -6.441, 2.229], [-1.281, -6.151, -0.061], [0.460, -4.689, 0.858], [2.330, -3.983, 1.266], [1.736, -5.102, 2.570], [2.939, -6.732, 1.394], [2.644, -5.987, -0.236]], "forces_ev_per_angstrom": [[-0.6387, -1.1838, -0.7440], [0.5094, 0.3579, 0.9777], [-0.4369, -0.4913, 0.0565], [1.1021, 0.1502, -0.8807], [-0.2998, 0.1913, -0.4148], [0.4705, -0.0100, 1.1321], [-0.1130, -0.1722, 0.1633], [0.1666, 0.2587, 0.0565], [0.9997, 1.4653, 0.3172], [0.0549, -0.5370, 0.1157], [0.1105, -0.1918, -0.3925], [-1.1067, 0.5814, 0.3488], [-0.3176, -0.0860, 0.4056], [-0.2010, 0.6306, 0.1237], [0.0939, -0.9903, -1.0921], [0.0521, -0.1257, 0.0124], [-1.5963, -0.9894, -0.4010], [-0.0284, 0.6482, -0.2209], [2.3480, -2.4434, -0.3499], [-2.6788, -0.0396, 0.3939], [0.9488, -0.1788, -0.0558], [0.2540, -0.7676, -1.4839], [1.0253, 1.0315, -0.7211], [-0.0613, -0.0540, 0.2079], [0.4107, 0.0905, 0.6341], [-0.0898, -0.1403, 0.1520], [-0.3481, 1.4808, 0.0042], [0.7762, 0.1148, 0.5611], [-0.3631, 0.1972, -0.1606], [-0.1327, 0.4772, 0.6039], [-0.6441, 0.2255, 0.3228], [0.3226, 0.3341, 0.3171], [1.4034, 0.7780, -1.5782], [-0.1792, 0.1796, 0.1968], [-0.5200, -0.3103, -2.6980], [-0.3294, 1.4850, 1.3167], [0.1383, -1.1795, 0.2696], [-0.3172, 1.1656, 2.4259], [-0.6081, 0.0306, 0.1698], [-0.1929, 0.4610, -0.2125], [0.0273, -1.1243, 1.9108], [0.2742, -0.3935, 0.3663], [-0.0543, 0.2196, 0.3429], [-0.1640, -0.1254, -0.2994], [0.4118, -0.0562, -0.2039], [0.0831, -0.1224, -0.2471], [-0.3866, 0.6284, -1.1130], [0.0750, -1.4208, -0.6410], [0.2337, -0.0262, -0.3300], [0.5848, 1.2187, 0.4596], [1.3282, -0.9285, 1.0872], [-0.6615, -0.0722, -0.4950], [0.6807, -0.6534, 0.4524], [-0.8304, 0.0556, -1.1422], [0.8995, -0.3889, -0.2067], [-0.6789, -0.9481, 0.0517], [-0.8501, 0.6573, 0.0809], [-0.5012, 0.1539, 0.3808], [-0.8499, -0.1920, -0.9924], [0.5154, 0.7727, 0.2147], [-0.5391, 0.2258, -0.4088], [0.6787, 0.0852, -0.0992], [0.1288, -0.4777, 0.3342], [-0.1066, 0.4874, 0.6906], [-0.1931, 1.3292, 0.9634], [-1.7316, -0.3891, -0.0405], [-0.3194, -0.3500, 1.2612], [0.1252, -1.3153, -0.4841], [-0.6134, -0.2103, 0.5447], [-0.6058, 0.4693, -1.3198], [0.3623, -0.6660, -0.9183], [0.3456, 0.3285, -0.0065], [1.4489, 0.3000, -0.1017], [-0.0109, 0.1208, -0.9129], [0.5503, -1.0023, -0.2214], [-0.9314, 1.4384, -0.2109], [0.5321, -0.1969, 0.7689], [0.2281, 0.0011, -0.2209], [0.5297, -0.2538, 0.1323], [0.2375, 0.4548, 0.7294], [2.4512, -0.2777, -0.4583], [-0.5878, 0.2464, -1.2383], [-0.4104, -0.7052, 0.4622], [-2.0125, 1.2812, 1.8865], [-0.0527, 0.1928, -0.5950], [1.9836, -2.5300, -0.2229], [-0.3256, 0.8025, -0.7423], [-0.4726, -0.3549, 0.8122], [-0.6443, -0.0391, 0.5191], [-0.6120, 0.5544, 0.7391], [0.6643, 0.7885, -1.2164], [0.6583, 1.8425, 0.3715], [3.0559, 1.6905, -0.5439], [-0.7838, -0.2937, -0.4075], [0.9875, -1.2072, 0.3123], [-0.0315, 0.1997, 1.0407], [-0.3597, 0.5798, -1.8167], [-1.4551, -0.6211, 1.7660], [-0.1166, -0.9831, -0.6917], [-0.3363, 0.2533, -0.0300], [-0.1014, -0.2150, 0.4577], [-1.7339, -1.3427, -0.3011], [0.6056, -1.2167, 0.9274], [-0.8231, 0.8821, 0.1427], [0.5768, 0.9950, -0.3229], [-1.7333, -1.2032, -0.0753], [0.4218, 1.0057, -0.3741], [0.4343, 0.2919, 0.9236], [0.3909, -0.1388, -0.6093], [-0.6155, -0.2287, -0.7934], [0.3480, 0.6942, -0.7009], [0.7692, -0.7514, 0.6787], [-0.4370, -0.2757, 0.1701], [-0.5318, -0.2279, -0.9132], [-0.9568, 0.1183, 2.1193], [0.8296, -0.4766, -0.1607], [0.2352, 0.9762, 0.9567], [0.1532, -0.1808, 0.7583], [-0.2745, -0.0310, -1.3057], [0.3348, -0.4520, 0.8318], [0.1860, -0.3133, 0.1139], [-0.3210, 0.3203, -0.6112], [-0.3865, -0.0885, -0.6397], [0.7927, 0.3615, -1.2550]]}